Formula: C43H20N11O2S4Tc
Source: the OMol25 dataset
Level of theory: ωB97M-V with the def2-TZVPD basis set

Summary:
HOMO (spin up / spin down), eV: -4.287 / -4.121
Charge: -1
ΔE to the lowest compared entry with this formula, charge and spin, kcal per mole: 0.00
E_LUMO (spin up / spin down), eV: 0.77 / 0.39
Multiplicity: 4

The geometry in XYZ format:
```
81
C43H20N11O2S4Tc (ωB97M-V with the def2-TZVPD basis set)
C -3.18584 -0.29126 0.99260
H 1.95576 3.11167 3.79077
S 5.61030 -0.81529 3.22898
H -4.27933 0.34410 -7.67259
H 6.17407 -3.51407 4.69008
C 0.68225 2.40122 5.37979
N -3.80329 -0.20805 -2.47340
C -0.92756 -3.54846 -1.21368
C 5.07913 -2.50234 3.14249
C 2.89396 3.71093 -3.47940
C -6.79158 -2.26193 0.19349
H -6.28541 -1.74818 -1.84142
C -4.81748 -1.09100 -0.41475
H 5.38234 4.84561 -1.46696
C 3.98126 -4.92386 2.49427
H -7.71445 -2.75963 -0.07704
C 0.80384 2.46916 -2.55031
N 4.64578 -0.27581 1.96471
N 0.44812 2.12650 -1.27439
S 1.13670 -1.41633 1.57197
H 2.60368 3.64980 -4.52016
C 1.38095 2.60468 -0.37739
C -0.88172 1.25016 3.42420
C -2.42515 1.34480 -7.23717
C 1.06309 2.56411 4.06224
C -2.93595 0.67120 -4.60660
C -4.45017 -1.02341 0.93107
C 5.46186 -3.60222 3.88067
N -0.69452 1.22853 1.15714
H -4.73657 -0.28007 -5.31320
O 5.15455 -0.20105 4.43731
H 3.92447 3.84911 0.29450
C 3.63965 3.83479 -0.74915
C 4.07675 4.31691 -3.08775
C -2.89263 0.46194 -3.17570
C -1.26930 1.10134 4.75339
C 4.89221 -4.82397 3.54270
C -1.04652 1.61870 -3.72287
H 3.55339 -5.88615 2.24701
H -0.74729 1.58425 6.76652
N -1.48148 -4.41556 -1.72653
N -0.32481 -4.76186 2.03818
S 2.70705 -0.95724 0.26123
C -1.46928 0.78267 2.18619
H 4.73163 4.74866 -3.83409
H -0.60888 2.26566 -6.53012
H -2.15775 0.53877 5.00873
H 1.28860 2.83118 6.16704
C 0.26136 1.98467 3.08144
C 2.08562 3.17210 -2.48949
H -2.24701 1.59134 -8.27633
C -3.58661 0.63171 -6.89134
H -4.95422 -1.49400 2.96527
H 2.89588 -3.87316 0.95089
N -2.58545 0.05690 2.11117
H 5.16246 -5.71098 4.10063
C 2.44636 3.24612 -1.14213
H -7.06594 -2.63628 2.29119
S 0.14758 -1.11824 -1.59050
C 0.21552 -2.61749 0.69833
C -3.77692 -0.40779 -1.17789
C -0.08911 -3.80477 1.44151
C -0.20714 -2.45661 -0.59325
C -3.85360 0.28466 -5.58137
C -1.78372 1.39097 -4.95086
C 4.15589 -2.58477 2.11969
C -5.99927 -1.70774 -0.79877
N -1.75114 1.06024 -2.70313
C 4.44605 4.37449 -1.73858
C 3.60297 -3.80216 1.76745
C 0.36005 1.96592 1.63811
C -0.47622 1.68198 5.72282
Tc -1.11854 0.96743 -0.78781
O 6.99132 -0.70551 2.87010
C -5.24612 -1.56985 1.92605
C 3.92815 -1.23322 1.51807
N 1.31678 2.56290 0.93225
N -2.81155 0.01581 -0.28691
C -6.42065 -2.19582 1.54195
C -1.51397 1.73055 -6.27380
N 0.12677 2.25191 -3.65739
```

Atomic charges from the Löwdin analysis, expressed in e, are listed below: -0.2726, 0.1124, 0.6477, 0.0946, 0.1205, -0.0843, 0.2001, -0.2724, -0.2228, -0.0195, -0.0868, 0.1108, -0.1050, 0.0971, -0.0488, 0.0963, -0.2792, -0.0292, -0.0558, 0.6991, 0.1099, -0.2926, -0.1203, -0.0948, -0.0129, -0.1072, -0.1074, -0.0322, -0.0740, 0.1090, -0.2779, 0.1140, -0.0110, -0.0906, -0.2856, -0.0199, -0.0647, -0.2821, 0.1103, 0.0946, 0.1670, 0.1537, 0.6478, -0.3003, 0.0951, 0.1087, 0.1096, 0.0969, -0.1156, -0.1065, 0.0935, -0.0919, 0.1113, 0.1066, 0.1986, 0.1048, -0.1057, 0.0958, 0.6080, -0.6681, -0.2806, -0.2966, -0.7586, -0.0202, -0.1092, -0.2357, -0.0160, -0.0776, -0.0853, -0.0236, -0.3093, -0.0906, 1.3732, -0.2848, -0.0161, -0.6863, 0.2041, -0.0474, -0.0879, -0.0222, 0.1953


Formula: C43H29BrF9LiN4PS3
Source: the OMol25 dataset
Level of theory: ωB97M-V with the def2-TZVPD basis set

Summary:
HOMO, eV: -3.811
Charge: -1
ΔE to the lowest compared entry with this formula, charge and spin, kcal per mole: 0.00
E_LUMO, eV: 1.89
Multiplicity: 1

The geometry in XYZ format:
```
91
C43H29BrF9LiN4PS3 (ωB97M-V with the def2-TZVPD basis set)
C 1.80435 0.09724 4.97204
C -2.12082 1.85383 -2.34160
H -5.49942 0.32587 2.06513
N 2.08281 1.31805 -1.97986
H 1.94159 5.35320 -0.29090
F -1.94839 -8.22425 1.39990
C -4.97929 0.02085 1.16664
C -3.19376 2.80496 -2.19293
H -0.62023 4.66402 -4.46615
C -6.97089 0.75879 -0.12939
C 6.06374 3.73806 0.36044
H -1.87691 -6.45424 -0.89213
C 0.80805 6.28830 -1.85646
S -1.09764 1.65681 -0.93870
H 0.03624 1.58933 3.53621
C 4.70161 -1.19265 1.48500
C -1.85172 -3.36313 0.51401
N 1.89174 -1.53695 -0.98551
H -5.37449 -0.01607 -2.19956
H -3.09875 -0.95550 -2.05489
C 2.69058 -1.11424 -0.00746
H 2.71525 1.62459 -2.71571
C -2.62689 -5.98341 1.06171
H -3.30209 -5.22823 2.95363
F 1.79390 1.42483 5.18246
N -4.04091 3.57041 -2.04064
C 0.35838 -2.00642 2.20203
C -2.83306 -4.98894 2.00996
H 2.38678 -0.19403 0.48068
C -2.00048 1.16845 -3.51407
H 4.17168 -1.19483 2.43582
H 0.42249 2.72464 -3.31134
H 5.51144 2.92881 2.26876
F -7.11839 1.82306 0.68008
F 3.10258 -0.26670 4.88274
H -1.17863 -4.13224 -1.36737
C 5.64961 4.00858 -0.94025
C -4.92012 -0.18263 -1.23336
C -3.03017 -0.88838 0.08923
C 0.09216 6.09286 -3.03182
H -0.38415 6.93431 -3.51704
H 4.03747 3.89685 -2.35220
H 0.46038 -3.01943 1.83139
C 1.12387 -1.60825 3.28139
C 0.55572 3.73448 -2.94105
C 3.84917 -1.76357 0.38965
H -2.62186 -2.91769 2.47001
H 5.61859 -1.76821 1.60825
Br 1.11038 -3.20926 -3.03203
H -1.32131 0.87141 1.61627
H 1.80712 -2.30559 3.74933
C -2.44700 -3.68990 1.73130
Li 0.49208 -0.01042 -1.90505
H -3.24440 -0.63684 2.21844
C 0.13522 0.58069 3.16023
H 7.06342 4.00710 0.67423
F -3.69365 -7.55601 2.48182
C -0.53429 -1.12457 1.58231
C 1.27247 3.94673 -1.77463
C 2.22570 -2.64921 -1.60335
C -3.70971 -0.52168 1.24665
C 3.90850 2.79812 0.85030
F -3.80469 -7.90710 0.35307
H 6.32632 4.48675 -1.63525
C 3.34701 -3.40368 -1.29280
H 3.21920 2.32883 1.54238
C -2.96312 1.45698 -4.55844
H 3.56605 -4.30898 -1.83805
C 1.39856 5.21099 -1.21682
C -0.03370 4.82261 -3.57133
C 4.36991 3.67480 -1.34565
P -1.35985 -1.64216 0.02052
C -5.58132 0.19131 -0.07553
S 1.87111 2.48526 -0.92774
H 0.89335 7.27882 -1.43034
S -0.83201 -0.06525 -3.89219
F -7.33477 1.13825 -1.35864
C 4.16663 -2.93887 -0.28127
C 1.01157 -0.30753 3.76395
C -1.64347 -4.37341 -0.41919
C -3.64493 -0.72064 -1.14776
C 5.19544 3.13419 1.25503
C -3.02150 -7.40749 1.32836
F 1.34278 -0.47729 6.10139
F -7.89249 -0.14677 0.28156
C -0.63721 0.17209 2.07940
H 5.06059 -3.49099 -0.01546
N -3.70975 1.68007 -5.40563
C -2.03284 -5.67880 -0.15380
H 4.97511 -0.15941 1.26497
C 3.50234 3.06566 -0.44736
```

Atomic charges from the Löwdin analysis, expressed in e, are listed below: -0.5818, -0.7799, 0.1202, -0.3970, 0.1099, 0.1305, -0.0068, -0.3121, 0.1134, -0.5844, -0.0879, 0.1234, -0.0849, 0.5433, 0.1215, -0.0280, -0.3476, 0.0002, 0.1269, 0.0869, -0.1100, 0.0069, -0.1297, 0.1166, 0.1295, 0.1398, -0.0914, -0.0055, 0.1098, -0.8446, 0.0676, 0.0762, 0.1036, 0.1333, 0.1189, 0.0572, -0.0763, 0.0079, -0.3778, -0.0810, 0.1005, 0.1184, 0.1117, -0.0257, -0.0976, -0.2414, 0.1056, 0.0778, 0.7654, 0.0548, 0.1228, -0.0672, 0.3148, 0.0985, 0.0013, 0.0997, 0.1294, -0.3638, -0.4136, -0.7348, -0.0812, -0.0969, 0.1349, 0.1030, -0.1034, 0.1029, -0.3148, 0.0970, -0.0863, -0.0548, -0.0765, 1.0904, -0.1183, 0.9047, 0.0988, 0.4073, 0.1427, -0.0239, -0.1368, -0.0767, -0.0909, -0.0864, -0.5838, 0.1341, 0.1204, -0.0973, 0.1148, 0.1304, -0.0090, 0.0742, -0.3918